{
  "formula": "C40H38N8O14",
  "method": "the ωB97M-V functional and the def2-TZVPD basis",
  "total_charge": 0,
  "orbital_gap_ev": 8.41,
  "energy_ev": -82660.27408,
  "species": ["O", "N", "O", "C", "C", "C", "C", "C", "C", "H", "H", "H", "H", "H", "O", "N", "O", "C", "C", "C", "C", "C", "C", "H", "H", "H", "H", "H", "O", "N", "O", "C", "C", "C", "C", "C", "C", "H", "H", "H", "H", "H", "O", "N", "O", "C", "C", "C", "C", "C", "C", "H", "H", "H", "H", "H", "O", "N", "O", "C", "C", "C", "C", "C", "C", "H", "H", "H", "H", "H", "O", "N", "O", "C", "C", "C", "C", "C", "C", "H", "H", "H", "H", "H", "N", "C", "O", "C", "O", "C", "C", "N", "H", "H", "H", "H", "H", "H", "H", "H"],
  "positions_angstrom": [[-3.95065, 5.99502, 0.28611], [-2.95443, 6.09175, -0.44594], [-2.76463, 5.41323, -1.46557], [-1.92758, 7.07347, -0.07680], [-2.08343, 7.83593, 1.08902], [-1.09172, 8.75088, 1.44790], [0.04108, 8.90473, 0.64713], [0.18872, 8.15162, -0.51890], [-0.79500, 7.23143, -0.88661], [-2.96023, 7.72775, 1.72374], [-1.20031, 9.34251, 2.35439], [0.81432, 9.61534, 0.93406], [1.07304, 8.27936, -1.13930], [-0.66361, 6.64977, -1.79664], [-0.59144, -0.48911, 0.39152], [-1.17786, 0.41181, -0.22667], [-2.35280, 0.75085, -0.02513], [-0.43088, 1.12177, -1.27187], [0.88862, 0.74590, -1.55895], [1.58594, 1.40874, -2.57077], [0.97181, 2.43915, -3.28438], [-0.33879, 2.81842, -2.98927], [-1.04722, 2.16101, -1.98150], [1.38128, -0.05508, -1.01207], [2.60818, 1.11988, -2.80559], [1.51764, 2.94927, -4.07624], [-0.80951, 3.62440, -3.54789], [-2.06899, 2.46626, -1.76574], [1.27778, -1.82447, -3.92693], [0.24753, -2.23484, -4.48180], [-0.15943, -1.84186, -5.58452], [-0.54682, -3.25189, -3.78245], [-0.14377, -3.69770, -2.51613], [-0.91660, -4.64748, -1.84528], [-2.07719, -5.14914, -2.43648], [-2.47055, -4.71114, -3.70219], [-1.70734, -3.75952, -4.38160], [0.75794, -3.31651, -2.04182], [-0.61576, -4.99486, -0.85919], [-2.67956, -5.88542, -1.90710], [-3.37473, -5.10905, -4.15756], [-2.02909, -3.42601, -5.36598], [4.00224, -4.92457, -0.12339], [2.95407, -4.31003, 0.12434], [1.88590, -4.47160, -0.48306], [2.98179, -3.32007, 1.20771], [4.17840, -3.07811, 1.89643], [4.20451, -2.11792, 2.90972], [3.04547, -1.41090, 3.23360], [1.85263, -1.66137, 2.55316], [1.81488, -2.61721, 1.53601], [5.09016, -3.62053, 1.65593], [5.12999, -1.91814, 3.44557], [3.07211, -0.65918, 4.02062], [0.95281, -1.10831, 2.81338], [0.87822, -2.79848, 1.01299], [7.73254, -3.60176, 4.30035], [8.36109, -4.65516, 4.48190], [9.19542, -4.82797, 5.38194], [8.10286, -5.77198, 3.56511], [7.19475, -5.60814, 2.51000], [6.97138, -6.66612, 1.62673], [7.64542, -7.87604, 1.79964], [8.54138, -8.03991, 2.85748], [8.77512, -6.98810, 3.74558], [6.66165, -4.67157, 2.36160], [6.27350, -6.54657, 0.80076], [7.47219, -8.69624, 1.10504], [9.06062, -8.98689, 2.98733], [9.47881, -7.13059, 4.56305], [-4.64249, -1.35743, -3.09201], [-5.22891, -0.45651, -3.71020], [-6.40384, -0.11748, -3.50866], [-4.48193, 0.25344, -4.75540], [-3.16243, -0.12242, -5.04248], [-2.46510, 0.54042, -6.05430], [-3.07924, 1.57083, -6.76790], [-4.38984, 1.95010, -6.47280], [-5.09827, 1.29269, -5.46503], [-2.66976, -0.92340, -4.49560], [-1.44287, 0.25155, -6.28912], [-2.53341, 2.08095, -7.55977], [-4.86055, 2.75608, -7.03142], [-6.12004, 1.59794, -5.24927], [-3.18360, 4.07389, 8.70077], [-3.78397, 3.04347, 8.15275], [-4.91217, 2.11360, 7.81289], [-4.93707, 1.92569, 6.35406], [-4.12642, 2.88342, 5.58630], [-4.57064, 2.67049, 4.16874], [-3.32143, 2.55391, 3.11324], [-2.59841, 3.91533, 3.08471], [-4.61867, 0.81481, 6.05916], [-6.07270, 2.04982, 6.01860], [-5.29389, 3.52271, 3.79067], [-5.18932, 1.65834, 4.06458], [-2.49168, 1.77520, 3.43318], [-3.66612, 2.31129, 2.00208], [-2.30049, 4.13122, 4.07691], [-3.28865, 4.63738, 2.74679]],
  "forces_ev_per_angstrom": [[1.4, 0.1, -1.1], [-0.9, -0.9, -0.3], [-0.3, 0.9, 1.4], [0.7, 0.7, 0.3], [0.1, 0.0, -0.1], [0.0, -0.2, -0.3], [-0.1, -0.1, 0.0], [-0.4, -0.1, 0.2], [0.0, 0.0, 0.1], [0.2, -0.1, -0.3], [0.0, -0.2, -0.2], [-0.2, -0.1, -0.1], [-0.2, -0.1, 0.1], [-0.2, 0.0, 0.3], [-0.8, 1.2, -0.7], [-0.8, -0.5, 0.8], [1.8, -0.6, -0.2], [0.5, 0.4, -0.7], [-0.1, 0.0, 0.0], [-0.4, 0.1, 0.1], [-0.1, -0.1, 0.1], [0.2, -0.3, 0.2], [0.0, 0.0, 0.0], [-0.3, 0.2, 0.0], [-0.3, 0.0, 0.1], [-0.1, -0.1, 0.2], [0.0, -0.2, 0.2], [0.2, -0.2, 0.1], [-1.5, -0.5, -0.9], [0.8, 0.8, -0.3], [0.6, -0.4, 1.4], [-0.6, -0.7, 0.5], [0.0, 0.1, -0.1], [-0.1, 0.1, -0.4], [0.1, 0.1, -0.1], [0.3, 0.2, 0.1], [0.0, 0.0, 0.0], [-0.3, 0.0, -0.3], [0.0, 0.1, -0.3], [0.1, 0.2, -0.1], [0.2, 0.1, 0.1], [0.2, 0.0, 0.2], [-1.6, 0.8, 0.3], [0.2, -0.8, -0.8], [1.6, 0.1, 0.9], [0.0, 0.7, 0.7], [-0.1, 0.1, 0.0], [-0.3, -0.1, -0.2], [0.0, -0.1, -0.1], [0.3, -0.2, -0.1], [0.0, 0.0, 0.0], [-0.4, 0.1, -0.1], [-0.2, -0.1, -0.1], [0.0, -0.2, -0.2], [0.2, -0.2, -0.2], [0.3, 0.0, 0.0], [0.9, -1.5, 0.3], [0.3, 1.0, 0.9], [-1.3, 0.3, -1.3], [-0.2, -0.7, -0.6], [0.1, -0.1, 0.0], [0.2, 0.0, 0.3], [0.0, 0.1, 0.1], [-0.2, 0.4, -0.1], [0.0, 0.0, 0.0], [0.3, -0.2, 0.2], [0.1, 0.1, 0.2], [0.0, 0.2, 0.1], [-0.1, 0.2, 0.0], [-0.2, 0.3, -0.2], [-0.9, 1.3, -0.9], [-0.7, -0.7, 1.0], [1.7, -0.5, -0.3], [0.5, 0.5, -0.7], [-0.1, 0.1, 0.0], [-0.3, 0.1, 0.0], [-0.1, -0.1, 0.1], [0.2, -0.3, 0.2], [0.0, 0.0, 0.0], [-0.3, 0.2, 0.0], [-0.2, 0.0, 0.1], [-0.1, -0.1, 0.2], [0.0, -0.2, 0.2], [0.3, -0.2, 0.1], [-5.1, -9.5, -5.0], [0.9, 6.4, 4.1], [4.7, 3.4, -0.7], [-1.2, -0.9, -1.9], [-2.0, -1.9, -0.6], [-0.4, -1.3, -1.8], [0.6, 1.0, 0.4], [-1.1, -0.7, 0.6], [-0.4, 2.3, 1.0], [2.3, -0.2, 1.1], [1.5, -1.5, 1.1], [1.3, 2.0, 0.4], [-2.0, 1.4, -0.5], [0.5, 0.4, 2.6], [-0.7, -0.1, -1.6], [1.0, -0.9, 0.7]]
}